Below is a cluster of 4 separate species, C46H31FN2O10S in total, with properties calculated with ωB97M-V/def2-TZVPD.

Bonds (Å) are listed after each position.
Element x y z (Å)
1 C 1.26 -2.30 -1.40  C2 1.503, H13 1.091, H14 1.085, H15 1.089
2 C 0.69 -3.67 -1.18  C1 1.503, O3 1.189, N4 1.457
3 O 0.62 -4.22 -0.12  C2 1.189
4 N 0.20 -4.36 -2.37  C2 1.457, N5 1.399, C10 1.444
5 N -0.02 -3.52 -3.47  N4 1.399, S6 1.643, H16 1.012
6 S -1.49 -3.59 -4.19  N5 1.643, O7 1.419, O8 1.410, F9 1.559
7 O -1.26 -3.43 -5.58  S6 1.419
8 O -2.45 -2.81 -3.50  S6 1.410
9 F -1.86 -5.08 -3.93  S6 1.559
10 C 0.76 -5.66 -2.64  N4 1.444, C11 1.515, O12 1.195
11 C 1.40 -5.89 -4.00  C10 1.515, H17 1.090, H18 1.088, H19 1.086
12 O 0.71 -6.51 -1.81  C10 1.195
13 H 2.11 -2.32 -2.08  C1 1.091
14 H 1.56 -1.90 -0.44  C1 1.085
15 H 0.50 -1.65 -1.84  C1 1.089
16 H 0.71 -3.44 -4.16  N5 1.012
17 H 0.68 -6.32 -4.69  C11 1.090
18 H 1.86 -5.00 -4.44  C11 1.088
19 H 2.19 -6.62 -3.83  C11 1.086
20 O 4.37 5.99 -0.50  C21 1.212
21 C 4.23 4.80 -0.68  O20 1.212, C22 1.491, C35 1.492
22 C 4.75 3.81 0.30  C21 1.491, C23 1.390, C27 1.396
23 C 5.38 4.27 1.45  C22 1.390, C24 1.385, H36 1.082
24 C 5.84 3.37 2.40  C23 1.385, C25 1.391, H37 1.083
25 C 5.68 2.00 2.20  C24 1.391, C26 1.385, H38 1.082
26 C 5.06 1.54 1.04  C25 1.385, C27 1.390, H39 1.081
27 C 4.60 2.44 0.09  C22 1.396, C26 1.390, C28 1.490
28 C 3.96 1.91 -1.15  C27 1.490, O29 1.213, C30 1.491
29 O 3.87 0.72 -1.35  C28 1.213
30 C 3.42 2.91 -2.12  C28 1.491, C31 1.390, C35 1.396
31 C 2.79 2.45 -3.27  C30 1.390, C32 1.384, H40 1.081
32 C 2.26 3.35 -4.18  C31 1.384, C33 1.391, H41 1.082
33 C 2.37 4.72 -3.94  C32 1.391, C34 1.384, H42 1.082
34 C 3.01 5.18 -2.81  C33 1.384, C35 1.389, H43 1.081
35 C 3.54 4.28 -1.89  C21 1.492, C30 1.396, C34 1.389
36 H 5.49 5.34 1.60  C23 1.082
37 H 6.32 3.73 3.30  C24 1.083
38 H 6.03 1.30 2.94  C25 1.082
39 H 4.94 0.48 0.87  C26 1.081
40 H 2.71 1.38 -3.44  C31 1.081
41 H 1.76 2.99 -5.07  C32 1.082
42 H 1.95 5.42 -4.65  C33 1.082
43 H 3.10 6.24 -2.61  C34 1.081
44 O 5.35 6.29 6.08  C45 1.213
45 C 4.40 5.85 6.69  O44 1.213, C46 1.491, C59 1.491
46 C 3.27 5.19 5.98  C45 1.491, C47 1.389, C51 1.396
47 C 3.31 5.08 4.60  C46 1.389, C48 1.384, H60 1.081
48 C 2.29 4.45 3.92  C47 1.384, C49 1.391, H61 1.083
49 C 1.21 3.92 4.62  C48 1.391, C50 1.385, H62 1.082
50 C 1.15 4.03 6.00  C49 1.385, C51 1.390, H63 1.081
51 C 2.18 4.67 6.69  C46 1.396, C50 1.390, C52 1.491
52 C 2.09 4.80 8.17  C51 1.491, O53 1.212, C54 1.492
53 O 1.13 4.39 8.78  C52 1.212
54 C 3.24 5.43 8.88  C52 1.492, C55 1.390, C59 1.396
55 C 3.20 5.53 10.27  C54 1.390, C56 1.384, H64 1.081
56 C 4.26 6.10 10.95  C55 1.384, C57 1.391, H65 1.082
57 C 5.37 6.58 10.25  C56 1.391, C58 1.384, H66 1.082
58 C 5.41 6.49 8.87  C57 1.384, C59 1.390, H67 1.081
59 C 4.34 5.92 8.18  C45 1.491, C54 1.396, C58 1.390
60 H 4.15 5.50 4.06  C47 1.081
61 H 2.33 4.36 2.84  C48 1.083
62 H 0.41 3.42 4.09  C49 1.082
63 H 0.32 3.63 6.56  C50 1.081
64 H 2.33 5.16 10.79  C55 1.081
65 H 4.23 6.18 12.03  C56 1.082
66 H 6.20 7.01 10.79  C57 1.082
67 H 6.26 6.85 8.31  C58 1.081
68 O -5.39 -6.74 -3.81  C69 1.212
69 C -6.42 -6.13 -4.00  O68 1.212, C70 1.492, C83 1.491
70 C -7.72 -6.63 -3.47  C69 1.492, C71 1.390, C75 1.396
71 C -7.74 -7.81 -2.73  C70 1.390, C72 1.384, H84 1.081
72 C -8.93 -8.28 -2.22  C71 1.384, C73 1.391, H85 1.082
73 C -10.12 -7.58 -2.43  C72 1.391, C74 1.384, H86 1.082
74 C -10.11 -6.41 -3.17  C73 1.384, C75 1.390, H87 1.081
75 C -8.91 -5.93 -3.70  C70 1.396, C74 1.390, C76 1.492
76 C -8.93 -4.68 -4.51  C75 1.492, O77 1.212, C78 1.491
77 O -9.97 -4.10 -4.75  C76 1.212
78 C -7.62 -4.16 -5.01  C76 1.491, C79 1.390, C83 1.396
79 C -7.60 -2.98 -5.74  C78 1.390, C80 1.385, H88 1.081
80 C -6.40 -2.47 -6.20  C79 1.385, C81 1.391, H89 1.082
81 C -5.21 -3.14 -5.93  C80 1.391, C82 1.384, H90 1.082
82 C -5.23 -4.33 -5.22  C81 1.384, C83 1.388, H91 1.081
83 C -6.43 -4.84 -4.76  C69 1.491, C78 1.396, C82 1.388
84 H -6.81 -8.34 -2.57  C71 1.081
85 H -8.95 -9.19 -1.64  C72 1.082
86 H -11.05 -7.95 -2.02  C73 1.082
87 H -11.02 -5.86 -3.36  C74 1.081
88 H -8.53 -2.47 -5.94  C79 1.081
89 H -6.38 -1.55 -6.76  C80 1.082
90 H -4.26 -2.74 -6.28  C81 1.082
91 H -4.31 -4.86 -5.00  C82 1.081

F_max, eV/Å: 0.783
HOMO-LUMO gap, eV: 8.48
E_HOMO, eV: -9.71
Structure (SMILES): CC(=O)N(NS(=O)(=O)F)C(C)=O.O=C1c2ccccc2C(=O)c2ccccc21.O=C1c2ccccc2C(=O)c2ccccc21.O=C1c2ccccc2C(=O)c2ccccc21

Per-atom Löwdin charges, elementary charge units: atom 1 (C): 0.01, atom 2 (C): -0.42, atom 3 (O): 0.15, atom 4 (N): -0.01, atom 5 (N): -0.11, atom 6 (S): 0.58, atom 7 (O): -0.24, atom 8 (O): -0.22, atom 9 (F): -0.12, atom 10 (C): -0.44, atom 11 (C): 0.02, atom 12 (O): 0.14, atom 13 (H): 0.09, atom 14 (H): 0.09, atom 15 (H): 0.08, atom 16 (H): 0.11, atom 17 (H): 0.10, atom 18 (H): 0.07, atom 19 (H): 0.09, atom 20 (O): 0.11, atom 21 (C): -0.28, atom 22 (C): -0.08, atom 23 (C): -0.01, atom 24 (C): -0.06, atom 25 (C): -0.05, atom 26 (C): 0.00, atom 27 (C): -0.08, atom 28 (C): -0.28, atom 29 (O): 0.09, atom 30 (C): -0.08, atom 31 (C): 0.00, atom 32 (C): -0.06, atom 33 (C): -0.05, atom 34 (C): 0.00, atom 35 (C): -0.08, atom 36 (H): 0.12, atom 37 (H): 0.11, atom 38 (H): 0.11, atom 39 (H): 0.12, atom 40 (H): 0.12, atom 41 (H): 0.11, atom 42 (H): 0.11, atom 43 (H): 0.12, atom 44 (O): 0.10, atom 45 (C): -0.28, atom 46 (C): -0.08, atom 47 (C): -0.01, atom 48 (C): -0.05, atom 49 (C): -0.05, atom 50 (C): 0.00, atom 51 (C): -0.08, atom 52 (C): -0.28, atom 53 (O): 0.11, atom 54 (C): -0.08, atom 55 (C): 0.00, atom 56 (C): -0.06, atom 57 (C): -0.06, atom 58 (C): 0.00, atom 59 (C): -0.08, atom 60 (H): 0.11, atom 61 (H): 0.10, atom 62 (H): 0.11, atom 63 (H): 0.12, atom 64 (H): 0.12, atom 65 (H): 0.11, atom 66 (H): 0.11, atom 67 (H): 0.12, atom 68 (O): 0.11, atom 69 (C): -0.27, atom 70 (C): -0.08, atom 71 (C): 0.00, atom 72 (C): -0.06, atom 73 (C): -0.06, atom 74 (C): 0.00, atom 75 (C): -0.08, atom 76 (C): -0.28, atom 77 (O): 0.11, atom 78 (C): -0.08, atom 79 (C): 0.00, atom 80 (C): -0.05, atom 81 (C): -0.05, atom 82 (C): 0.00, atom 83 (C): -0.08, atom 84 (H): 0.12, atom 85 (H): 0.11, atom 86 (H): 0.11, atom 87 (H): 0.12, atom 88 (H): 0.12, atom 89 (H): 0.11, atom 90 (H): 0.11, atom 91 (H): 0.10